No. 1
{"formula": "C5H6O", "method": "the ωB97M-V functional and the def2-TZVPD basis", "de_lowest_ev": 1.5539, "gap_ev": 10.49, "smiles": "C=C=C(C)C=O", "charge": 0, "species": ["C", "C", "C", "C", "C", "O", "H", "H", "H", "H", "H", "H"], "positions_angstrom": [[-1.4732, 0.1989, 1.7453], [-0.7566, 0.0996, 0.6604], [0.1538, -0.0721, -0.2703], [0.1444, 0.4094, -1.6962], [1.3686, -0.7382, 0.2890], [2.4865, -0.5753, -0.1384], [-2.2368, -0.5325, 1.9929], [-1.3072, 1.0201, 2.4386], [-0.6207, 1.1710, -1.8643], [-0.0492, -0.4260, -2.3797], [1.1260, 0.8187, -1.9525], [1.1644, -1.3736, 1.1752]], "atomic_forces_ev_per_a": [[0.05, -0.01, -0.15], [0.04, -0.05, 0.11], [-0.12, 0.03, 0.15], [-0.01, 0.05, -0.02], [0.35, 0.04, -0.11], [-0.41, -0.17, -0.02], [0.03, 0.11, -0.09], [-0.08, -0.07, -0.13], [0.11, -0.12, 0.08], [0.05, 0.11, 0.14], [-0.14, -0.05, 0.08], [0.13, 0.13, -0.04]]}

***

No. 2
{"formula": "C5H6O", "method": "the ωB97M-V functional and the def2-TZVPD basis", "de_lowest_ev": 4.0237, "gap_ev": 10.90, "charge": 0, "species": ["C", "C", "C", "C", "C", "H", "H", "H", "H", "H", "H", "O"], "positions_angstrom": [[2.2964, -0.1137, -0.3989], [1.3440, -0.6828, 0.1360], [-0.0790, -0.8549, 0.6513], [-0.5135, 0.5694, 0.7106], [-1.1924, 0.2133, -0.6830], [3.1768, 0.3822, -0.8528], [-0.1838, -1.5815, 1.5001], [0.2730, 1.3005, 0.5008], [-1.3032, 1.0927, 1.2219], [-0.4734, 0.5422, -1.4718], [-2.2897, 0.3099, -0.8747], [-1.0552, -1.1773, -0.4394]], "atomic_forces_ev_per_a": [[-0.91, -1.00, 0.73], [1.22, 0.87, -1.17], [0.52, -1.89, -0.30], [-1.83, 2.79, -2.66], [0.13, 0.17, -0.27], [-1.15, -0.82, 0.63], [0.21, 0.79, -0.79], [-0.11, -0.31, 0.63], [-0.11, -0.81, 1.56], [-1.11, -0.11, -0.02], [1.05, 1.04, 0.01], [2.10, -0.73, 1.65]]}

***

No. 3
{"formula": "C5H6O", "method": "the ωB97M-V functional and the def2-TZVPD basis", "de_lowest_ev": 4.9789, "gap_ev": [8.17, 6.80], "charge": 0, "species": ["O", "C", "C", "C", "C", "C", "H", "H", "H", "H", "H", "H"], "positions_angstrom": [[0.8635, 1.2101, 1.8831], [0.2367, 1.2968, 0.6960], [0.5792, 0.6175, -0.5419], [-0.8003, -0.0287, -0.7965], [-0.8928, -1.3998, -0.6461], [-0.7829, -2.5871, -0.4370], [1.6571, 0.6543, 1.8632], [-0.5252, 2.0592, 0.7461], [1.4210, -0.0784, -0.4031], [0.6078, 1.1493, -1.4609], [-1.6681, 0.6066, -0.8871], [-0.7336, -3.5797, -0.0686]], "atomic_forces_ev_per_a": [[0.35, -0.58, 0.18], [-0.54, 0.84, 0.09], [-1.04, -0.73, -0.61], [0.65, -0.89, 1.36], [-0.11, 0.16, 0.40], [-0.07, -0.24, 0.12], [-0.27, 0.06, -0.22], [-0.05, -0.01, -0.22], [-0.52, 0.05, -0.36], [1.54, 1.47, -0.38], [0.11, 0.05, -0.21], [-0.04, -0.18, -0.16]]}